Density functional theory data (ωB97M-V with the def2-TZVPD basis set) for one molecule with the formula C6H10FNS.

**Orbital gap**: 8.18 eV
**Charge**: 0
**F_max**: 3.716 eV Å⁻¹
**Relative energy (zero: lowest compared OMol25 entry of this formula, charge and spin)**: 96.8 kcal/mol
**E**: -787.20328 Ha

Element x y z (Å)
C -0.4421 0.5927 -1.5349
C 0.8557 1.3756 1.9257
C 0.7456 -0.6165 0.6474
C -1.2781 0.8981 -2.6635
C 1.8381 -0.0305 -0.1622
C -0.7800 -0.4539 2.4370
N 0.2174 0.2368 1.6879
F 0.2780 1.9076 3.0400
S -0.7426 -0.7355 -0.6339
H 1.0114 -1.6750 0.8710
H -0.7008 1.1048 -3.6725
H -1.7624 1.7923 -2.5750
H -2.2132 0.3161 -2.7363
H 2.5374 -0.7853 -0.4400
H 2.1217 0.8726 0.3934
H 1.4857 0.3151 -1.1110
H -1.2216 0.1989 3.0575
H -1.5374 -1.0102 1.9113
H -0.4193 -1.2380 2.9621